Formula: CH3N3O
Source: the OMol25 dataset
Level of theory: ωB97M-V/def2-TZVPD

Calculated values
* E_HOMO (spin up / spin down): -9.238 / -10.001 eV
* LUMO (spin up / spin down): 0.8 / -1.3 eV
* electronic energy: -7598.94432 eV
* energy relative to the best compared isomer or geometry (same formula, charge and spin): 0.478 eV
* orbital gap (spin up / spin down): 0.3699 / 0.3196 hartree
* F_max: 0.050 hartree/bohr
* ⟨S²⟩: 2.0074
* spin multiplicity: 3

Geometry as XYZ:
```
8
Properties=species:S:1:pos:R:3:mulliken_spin:R:1
C 1.632 -0.222 0.133 0.00
N 0.471 -0.535 0.409 0.00
N 2.774 -0.093 -0.270 0.00
N -3.024 0.429 -0.189 1.03
O -2.642 -0.711 -0.304 0.85
H -0.384 -0.331 -0.212 0.00
H 3.607 0.447 -0.009 0.00
H -2.433 1.016 0.442 0.12
```



Formula: CH3N3O2
Source: the OMol25 dataset
Level of theory: ωB97M-V/def2-TZVPD

Calculated values
* SMILES: [H]/N=N/C[N+](=O)[O-]
* E_HOMO: -9.675 eV
* LUMO: -0.5 eV
* electronic energy: -9645.34319 eV
* energy relative to the best compared isomer or geometry (same formula, charge and spin): 6.088 eV
* orbital gap: 0.3385 hartree
* F_max: 0.080 hartree/bohr
* spin multiplicity: 1

Geometry as XYZ:
```
9
Properties=species:S:1:pos:R:3:nbo_charge:R:1
C -0.229 -0.816 -0.095 -0.17
N -1.319 1.053 -0.490 -0.27
N -1.141 0.113 0.295 -0.20
N 1.345 -0.031 0.269 0.57
O 1.307 1.136 0.458 -0.32
O 2.224 -0.809 0.116 -0.35
H -0.210 -1.633 0.584 0.22
H -0.061 -0.913 -1.120 0.20
H -1.915 1.901 -0.017 0.33
```



Formula: CH3N3O3
Source: the OMol25 dataset
Level of theory: ωB97M-V/def2-TZVPD

Calculated values
* SMILES: NN(C=O)[N+](=O)[O-]
* E_HOMO: -10.460 eV
* LUMO: -0.3 eV
* electronic energy: -11693.66951 eV
* energy relative to the best compared isomer or geometry (same formula, charge and spin): 2.214 eV
* orbital gap: 0.3745 hartree
* F_max: 0.052 hartree/bohr
* spin multiplicity: 1

Geometry as XYZ:
```
10
Properties=species:S:1:pos:R:3:nbo_charge:R:1
C -0.877 0.850 -0.560 0.51
N 0.888 -0.849 -0.796 -0.62
N -0.021 -0.076 0.047 -0.20
N -0.080 -0.393 1.400 0.66
O -0.827 1.024 -1.754 -0.56
O -1.001 0.096 1.968 -0.38
O 0.796 -1.128 1.743 -0.35
H -1.385 1.368 0.279 0.18
H 0.656 -0.306 -1.661 0.38
H 1.850 -0.585 -0.667 0.36
```



Formula: CH3N3S
Source: the OMol25 dataset
Level of theory: ωB97M-V/def2-TZVPD

Calculated values
* E_HOMO (spin up / spin down): -8.499 / -8.499 eV
* LUMO (spin up / spin down): -0.5 / -0.5 eV
* electronic energy: -16387.67941 eV
* energy relative to the best compared isomer or geometry (same formula, charge and spin): 1.600 eV
* orbital gap (spin up / spin down): 0.2931 / 0.2931 hartree
* F_max: 0.043 hartree/bohr
* spin multiplicity: 1

Geometry as XYZ:
```
8
Properties=species:S:1:pos:R:3:nbo_charge:R:1
C -0.415 -0.822 0.125 -0.47
N 0.789 1.332 -0.120 0.10
N 1.871 0.939 0.087 0.02
N -0.389 0.777 -0.020 -0.43
S 1.230 -1.421 0.081 -0.08
H -0.908 -1.005 1.159 0.23
H -0.955 -0.922 -0.820 0.22
H -1.221 1.121 -0.492 0.41
```



Formula: CH3N4Si
Source: the OMol25 dataset
Level of theory: ωB97M-V/def2-TZVPD

Calculated values
* E_HOMO: -4.720 eV
* LUMO: 3.8 eV
* electronic energy: -14922.86581 eV
* energy relative to the best compared isomer or geometry (same formula, charge and spin): 0.838 eV
* total charge: -1
* orbital gap: 0.3134 hartree
* F_max: 0.063 hartree/bohr
* spin multiplicity: 1

Geometry as XYZ:
```
9
Properties=species:S:1:pos:R:3:nbo_charge:R:1
C -0.261 0.083 0.272 -0.26
N -2.191 0.330 -0.601 -0.15
N -0.978 0.657 -0.807 -0.38
N -1.139 -0.556 1.053 -0.36
N -2.358 -0.378 0.450 -0.19
Si 1.509 0.065 -0.048 0.82
H 2.181 0.606 1.233 -0.17
H 1.473 0.647 -1.381 -0.13
H 1.765 -1.455 -0.171 -0.18
```



Formula: CH3N4Si
Source: the OMol25 dataset
Level of theory: ωB97M-V/def2-TZVPD

Calculated values
* E_HOMO (spin up / spin down): -0.813 / -3.705 eV
* LUMO (spin up / spin down): 3.9 / 3.5 eV
* electronic energy: -14918.23334 eV
* energy relative to the best compared isomer or geometry (same formula, charge and spin): 1.697 eV
* total charge: -1
* orbital gap (spin up / spin down): 0.1741 / 0.2640 hartree
* F_max: 0.103 hartree/bohr
* ⟨S²⟩: 2.0149
* spin multiplicity: 3

Geometry as XYZ:
```
9
Properties=species:S:1:pos:R:3:mulliken_spin:R:1
C -0.399 -0.110 0.095 -0.07
N -2.308 0.836 -0.005 0.23
N -1.081 1.139 0.035 0.02
N -0.970 -1.228 0.041 0.89
N -2.762 -0.265 -0.052 0.81
Si 1.468 -0.022 -0.027 0.07
H 2.038 0.238 1.167 0.02
H 1.875 0.719 -1.082 0.03
H 2.140 -1.306 -0.171 0.01
```



Formula: CH3N5O
Source: the OMol25 dataset
Level of theory: ωB97M-V/def2-TZVPD

Calculated values
* SMILES: O/N=c1\nn[nH][nH]1
* E_HOMO: -8.416 eV
* LUMO: 0.5 eV
* electronic energy: -10577.70123 eV
* energy relative to the best compared isomer or geometry (same formula, charge and spin): 3.983 eV
* orbital gap: 0.3266 hartree
* F_max: 0.117 hartree/bohr
* spin multiplicity: 1

Geometry as XYZ:
```
10
Properties=species:S:1:pos:R:3:nbo_charge:R:1
C 0.394 0.122 -0.340 0.40
H 3.135 -0.329 0.164 0.46
H -2.894 0.271 0.010 0.42
H -0.776 1.713 0.475 0.41
N 1.523 0.509 -0.200 -0.22
N 0.026 -1.244 -0.188 -0.22
N -1.221 -1.284 -0.119 0.05
N -1.749 -0.097 0.179 -0.28
N -0.732 0.927 -0.143 -0.47
O 2.295 -0.589 0.161 -0.55
```



Formula: CH3N5O2
Source: the OMol25 dataset
Level of theory: ωB97M-V/def2-TZVPD

Calculated values
* SMILES: Nn1onn/c1=N/O
* E_HOMO: -10.062 eV
* LUMO: -0.3 eV
* electronic energy: -12622.89953 eV
* energy relative to the best compared isomer or geometry (same formula, charge and spin): 4.119 eV
* orbital gap: 0.3602 hartree
* F_max: 0.105 hartree/bohr
* spin multiplicity: 1

Geometry as XYZ:
```
11
Properties=species:S:1:pos:R:3:nbo_charge:R:1
C -0.194 -0.833 -0.198 0.37
H 0.469 1.575 1.079 0.37
H 0.562 1.887 -0.667 0.39
H 2.789 -1.022 -0.378 0.49
N -0.015 1.777 0.197 -0.61
N -0.658 0.492 -0.506 -0.08
N -2.370 -0.909 0.167 0.20
N -1.374 -1.608 0.143 -0.19
N 0.903 -1.348 -0.073 -0.16
O -2.206 0.408 0.030 -0.19
O 2.094 -0.420 0.205 -0.58
```



Formula: CH3N5O2
Source: the OMol25 dataset
Level of theory: ωB97M-V/def2-TZVPD

Calculated values
* SMILES: Nn1onn/c1=N/O
* E_HOMO: -9.278 eV
* LUMO: -0.2 eV
* electronic energy: -12624.63943 eV
* energy relative to the best compared isomer or geometry (same formula, charge and spin): 2.379 eV
* orbital gap: 0.3337 hartree
* F_max: 0.056 hartree/bohr
* spin multiplicity: 1

Geometry as XYZ:
```
11
Properties=species:S:1:pos:R:3:nbo_charge:R:1
C -0.081 -0.307 -0.536 0.33
H 0.371 0.090 2.618 0.37
H -0.986 0.702 2.021 0.36
H -0.385 -2.141 0.863 0.46
N -0.230 0.000 1.860 -0.63
N 0.431 0.209 0.700 -0.05
N 0.337 1.825 -0.861 0.17
N -0.022 0.762 -1.463 -0.18
N -0.298 -1.459 -0.988 -0.08
O 0.595 1.617 0.440 -0.21
O -0.601 -2.388 -0.067 -0.53
```



Formula: CH3N5O2
Source: the OMol25 dataset
Level of theory: ωB97M-V/def2-TZVPD

Calculated values
* SMILES: N/N=c1/nnon1O
* E_HOMO: -8.694 eV
* LUMO: -0.4 eV
* electronic energy: -12622.38768 eV
* energy relative to the best compared isomer or geometry (same formula, charge and spin): 4.631 eV
* orbital gap: 0.3066 hartree
* F_max: 0.180 hartree/bohr
* spin multiplicity: 1

Geometry as XYZ:
```
11
Properties=species:S:1:pos:R:3:nbo_charge:R:1
C 0.308 -0.704 0.025 0.29
H -1.907 0.506 0.674 0.31
H -2.876 -0.434 0.000 0.38
H 0.089 2.387 -0.159 0.48
N -1.847 -0.276 -0.063 -0.55
N -0.875 -1.054 -0.037 -0.14
N 1.140 -1.510 -0.436 -0.19
N 2.268 -1.086 -0.164 0.15
N 0.848 0.482 0.478 0.06
O 2.184 0.151 0.280 -0.19
O 0.669 1.537 -0.598 -0.60
```



Formula: CH3N5O2
Source: the OMol25 dataset
Level of theory: ωB97M-V/def2-TZVPD

Calculated values
* SMILES: O/N=c1\nn[nH]n1O
* E_HOMO: -9.058 eV
* LUMO: -0.1 eV
* electronic energy: -12625.29317 eV
* energy relative to the best compared isomer or geometry (same formula, charge and spin): 1.725 eV
* orbital gap: 0.3308 hartree
* F_max: 0.047 hartree/bohr
* spin multiplicity: 1

Geometry as XYZ:
```
11
Properties=species:S:1:pos:R:3:nbo_charge:R:1
C 0.065 -0.037 0.418 0.35
H 1.671 -0.758 2.736 0.48
H -1.979 0.568 -1.712 0.39
H -0.160 -2.373 -1.507 0.48
N 0.639 -0.754 1.281 -0.14
N -0.031 1.354 0.338 -0.21
N -0.750 1.618 -0.630 0.06
N -1.020 0.491 -1.395 -0.30
N -0.646 -0.648 -0.686 -0.04
O 1.361 -0.025 2.186 -0.52
O 0.230 -1.432 -1.484 -0.55
```



Formula: CH3N5S
Source: the OMol25 dataset
Level of theory: ωB97M-V/def2-TZVPD

Calculated values
* SMILES: [H]/N=c1\nn[nH]n1S
* E_HOMO: -8.446 eV
* LUMO: -0.2 eV
* electronic energy: -19366.18317 eV
* energy relative to the best compared isomer or geometry (same formula, charge and spin): 2.978 eV
* orbital gap: 0.3022 hartree
* F_max: 0.146 hartree/bohr
* spin multiplicity: 1

Geometry as XYZ:
```
10
Properties=species:S:1:pos:R:3:nbo_charge:R:1
C 0.617 0.745 0.072 0.46
H -1.650 0.609 1.303 0.14
H -0.273 -2.120 -0.657 0.43
H 1.520 2.603 -0.521 0.38
N -0.341 -0.144 -0.207 -0.45
N 0.324 -1.427 -0.179 -0.22
N 1.615 -1.233 0.019 0.05
N 1.855 0.072 0.368 -0.26
N 0.520 2.086 -0.213 -0.79
S -1.944 -0.065 0.058 0.26
```



Formula: CH3NO
Source: the OMol25 dataset
Level of theory: ωB97M-V/def2-TZVPD

Calculated values
* E_HOMO (spin up / spin down): -9.883 / -8.736 eV
* LUMO (spin up / spin down): 0.1 / -0.4 eV
* electronic energy: -4615.74026 eV
* energy relative to the best compared isomer or geometry (same formula, charge and spin): 7.681 eV
* orbital gap (spin up / spin down): 0.3670 / 0.3064 hartree
* F_max: 0.073 hartree/bohr
* spin multiplicity: 1

Geometry as XYZ:
```
6
Properties=species:S:1:pos:R:3:nbo_charge:R:1
C -0.028 0.200 0.415 0.26
N -0.813 -0.795 -0.056 -0.35
O -1.186 0.631 -0.169 -0.35
H 0.464 0.509 1.392 0.22
H 1.889 0.705 -0.622 -0.14
H -0.326 -1.250 -0.958 0.36
```



Formula: CH3NO
Source: the OMol25 dataset
Level of theory: ωB97M-V/def2-TZVPD

Calculated values
* E_HOMO: -10.307 eV
* LUMO: 1.0 eV
* electronic energy: -4622.89139 eV
* energy relative to the best compared isomer or geometry (same formula, charge and spin): 0.530 eV
* orbital gap: 0.4166 hartree
* F_max: 0.041 hartree/bohr
* spin multiplicity: 1

Geometry as XYZ:
```
6
Properties=species:S:1:pos:R:3:nbo_charge:R:1
C 1.723 0.208 1.531 0.50
N -1.149 -0.388 -0.829 -1.06
O 2.101 1.069 0.909 -0.50
H -1.309 0.527 -0.347 0.35
H -0.172 -0.362 -1.167 0.36
H -1.194 -1.053 -0.097 0.35
```



Formula: CH3NO2
Source: the OMol25 dataset
Level of theory: ωB97M-V/def2-TZVPD

Calculated values
* E_HOMO (spin up / spin down): -11.035 / -8.819 eV
* LUMO (spin up / spin down): -0.1 / -2.1 eV
* electronic energy: -6664.67459 eV
* energy relative to the best compared isomer or geometry (same formula, charge and spin): 6.990 eV
* orbital gap (spin up / spin down): 0.4028 / 0.2455 hartree
* F_max: 0.065 hartree/bohr
* spin multiplicity: 1

Geometry as XYZ:
```
7
Properties=species:S:1:pos:R:3:nbo_charge:R:1
C -0.168 -0.119 -0.202 -0.52
N 0.293 2.283 3.135 0.51
O -0.029 1.152 2.765 -0.28
O 1.247 2.904 2.859 -0.24
H -1.219 -0.005 0.034 0.16
H 0.283 0.805 -0.678 0.19
H 0.192 -1.083 0.104 0.18
```



Formula: CH3NO2
Source: the OMol25 dataset
Level of theory: ωB97M-V/def2-TZVPD

Calculated values
* E_HOMO (spin up / spin down): -8.681 / -8.682 eV
* LUMO (spin up / spin down): 0.7 / 0.7 eV
* electronic energy: -6666.59193 eV
* energy relative to the best compared isomer or geometry (same formula, charge and spin): 5.072 eV
* orbital gap (spin up / spin down): 0.3445 / 0.3446 hartree
* F_max: 0.099 hartree/bohr
* spin multiplicity: 1

Geometry as XYZ:
```
7
Properties=species:S:1:pos:R:3:nbo_charge:R:1
C -0.120 1.164 -0.100 0.53
N 0.590 -0.675 -0.073 -0.39
O -1.224 1.617 -0.269 -0.48
O -0.442 -1.518 0.211 -0.56
H 0.854 1.573 0.108 0.12
H 1.073 -0.387 0.826 0.32
H -0.730 -1.774 -0.704 0.47
```



Formula: CH3NO2
Source: the OMol25 dataset
Level of theory: ωB97M-V/def2-TZVPD

Calculated values
* E_HOMO (spin up / spin down): -9.362 / -9.335 eV
* LUMO (spin up / spin down): -1.2 / -1.1 eV
* electronic energy: -6662.12426 eV
* energy relative to the best compared isomer or geometry (same formula, charge and spin): 9.540 eV
* orbital gap (spin up / spin down): 0.2986 / 0.3032 hartree
* F_max: 0.069 hartree/bohr
* spin multiplicity: 1

Geometry as XYZ:
```
7
Properties=species:S:1:pos:R:3:nbo_charge:R:1
C -0.164 -0.007 0.198 -0.55
N -1.583 -0.147 0.090 0.15
O -4.233 -0.244 0.178 -0.14
O -2.364 0.598 -0.435 -0.20
H -0.046 1.093 0.366 0.24
H 0.387 -0.103 -0.843 0.26
H 0.170 -0.761 1.002 0.25
```



Formula: CH3NO2
Source: the OMol25 dataset
Level of theory: ωB97M-V/def2-TZVPD

Calculated values
* E_HOMO (spin up / spin down): -7.657 / -10.669 eV
* LUMO (spin up / spin down): 0.9 / -3.2 eV
* electronic energy: -6663.91695 eV
* energy relative to the best compared isomer or geometry (same formula, charge and spin): 2.030 eV
* orbital gap (spin up / spin down): 0.3137 / 0.2729 hartree
* F_max: 0.111 hartree/bohr
* ⟨S²⟩: 2.0086
* spin multiplicity: 3

Geometry as XYZ:
```
7
Properties=species:S:1:pos:R:3:mulliken_spin:R:1
C 0.484 -0.415 -0.226 0.00
N -0.597 0.414 0.337 0.50
O -1.778 0.148 0.221 0.50
O -0.157 1.497 0.877 0.95
H 1.304 0.169 0.184 0.01
H 0.417 -0.221 -1.360 0.02
H 0.326 -1.592 -0.032 0.03
```



Formula: CH3NO2P
Source: the OMol25 dataset
Level of theory: ωB97M-V/def2-TZVPD

Calculated values
* E_HOMO: -2.049 eV
* LUMO: 4.3 eV
* electronic energy: -15959.63154 eV
* energy relative to the best compared isomer or geometry (same formula, charge and spin): 1.271 eV
* total charge: -1
* orbital gap: 0.2337 hartree
* F_max: 0.075 hartree/bohr
* spin multiplicity: 1

Geometry as XYZ:
```
8
Properties=species:S:1:pos:R:3:nbo_charge:R:1
C 1.730 1.570 1.638 0.47
N -0.185 -1.237 -0.407 -1.17
O 1.592 1.168 0.567 -0.52
O -1.233 0.531 1.171 -1.21
P -0.671 0.484 -0.225 1.03
H 0.797 -1.207 -0.255 0.33
H -0.195 -1.516 -1.376 0.33
H -1.836 0.207 -1.112 -0.25
```



Formula: CH3NO2S
Source: the OMol25 dataset
Level of theory: ωB97M-V/def2-TZVPD

Calculated values
* SMILES: O=[N+]([O-])CS
* E_HOMO: -10.011 eV
* LUMO: -0.9 eV
* electronic energy: -17501.54886 eV
* energy relative to the best compared isomer or geometry (same formula, charge and spin): 3.921 eV
* orbital gap: 0.3345 hartree
* F_max: 0.127 hartree/bohr
* spin multiplicity: 1

Geometry as XYZ:
```
8
Properties=species:S:1:pos:R:3:nbo_charge:R:1
C 0.052 -0.322 0.236 -0.40
N 1.502 -0.210 0.302 0.49
O 2.104 -0.885 1.072 -0.26
O 2.068 0.743 -0.556 -0.46
S -0.811 1.350 0.073 -0.02
H -0.090 -1.003 -0.526 0.23
H -0.220 -0.902 1.216 0.25
H 0.226 1.419 -0.761 0.18
```